Molecular formula: C51H65BNS2
Method: DFT, ωB97M-V/def2-TZVPD

Results
Molar mass (g/mol): 767.0
Charge: -1
ΔE to the lowest compared entry with this formula, charge and spin (eV): 0.0000
HOMO-LUMO gap (eV): 6.6
HOMO energy (eV): -4.24
Largest force on an atom (eV Å⁻¹): 0.425

```
120
Properties=species:S:1:pos:R:3:forces:R:3:mulliken_charge:R:1
C -4.44635 -3.16935 -6.89137 -0.003 -0.003 0.017 -0.499
C -2.98427 0.03601 -1.40604 0.057 -0.031 -0.070 -0.267
C -4.13644 1.42033 7.87862 0.012 0.003 -0.013 -0.292
H 6.64647 6.86619 0.86511 0.000 -0.002 0.001 0.355
H 0.43368 -0.45082 -2.68498 0.005 -0.022 -0.066 0.400
S 1.13357 -0.94140 1.97156 -0.071 -0.023 0.077 -0.243
C 0.82577 5.14840 1.02714 0.052 -0.021 -0.024 -0.296
C -0.65037 -0.90011 1.56519 0.081 0.170 0.083 -0.349
C -1.70547 -1.34258 6.23140 0.016 0.001 0.006 -0.536
H -1.05578 -1.76899 2.09669 -0.050 0.007 -0.106 -0.102
H -0.26220 -0.12867 -0.62653 -0.173 0.003 0.003 -0.388
H 0.52532 -0.90002 -4.40576 -0.035 -0.048 -0.019 0.556
H -6.92127 0.33286 9.46855 -0.001 0.004 -0.002 0.360
H -1.05801 -0.01868 2.08181 0.010 -0.047 0.037 0.236
H -1.62869 -2.53744 -1.50922 0.061 -0.023 -0.068 -0.412
H -3.24461 2.18991 -1.44595 -0.011 -0.060 0.060 0.540
H 4.15933 -1.60137 -3.82167 0.004 0.002 0.001 0.432
H 1.81828 4.80651 1.29551 -0.003 0.010 0.013 0.548
H 8.17088 4.98689 0.36303 -0.001 0.000 0.002 0.351
H 0.70621 -3.39859 -9.31342 0.003 -0.010 -0.003 0.379
H -2.44630 -2.97260 -7.64427 -0.005 0.016 0.003 0.480
C 7.29218 4.82302 0.97413 -0.002 0.001 0.000 -0.352
H -2.70989 0.30441 0.57130 -0.101 -0.079 0.014 0.184
H 8.00053 -1.12213 -1.98935 -0.001 -0.001 0.000 0.349
H -4.08286 -0.00172 -1.47164 0.025 0.012 -0.074 0.322
H -2.87058 -2.73445 -3.39398 0.008 -0.006 0.010 0.386
B -1.05052 -0.88693 -0.02300 0.070 0.032 -0.064 0.633
C -3.07503 -2.99412 -6.76283 -0.007 0.016 -0.036 -0.588
C 6.93320 -1.28613 -1.90319 -0.005 0.002 -0.005 -0.412
H -4.88878 -3.28781 -7.87305 0.001 0.004 0.002 0.362
C -5.26103 0.65252 8.14835 -0.015 -0.013 -0.012 -0.468
C -5.25040 -3.19003 -5.75938 0.006 -0.001 0.000 -0.443
C -1.71376 6.00796 0.31718 0.014 0.004 0.008 -0.550
H -6.31571 2.20319 10.96727 0.001 0.000 -0.001 0.347
H -1.16215 7.88242 1.20522 0.001 -0.002 -0.001 0.350
C 2.24376 -3.44028 -7.81754 0.016 -0.004 -0.009 -0.485
H 2.60690 1.04621 3.16732 0.194 0.137 -0.005 0.434
C 6.43578 5.87852 1.25573 0.001 0.000 -0.001 -0.397
C -2.51695 1.45157 -1.80261 0.025 0.014 0.015 0.664
H 1.53563 2.32586 2.61197 0.085 0.044 0.080 0.269
H 2.01305 -5.01653 -4.82936 0.003 0.010 0.000 0.369
C 0.42633 6.44375 1.32561 -0.038 -0.013 -0.002 -0.495
S 0.72726 -2.91270 -1.25115 0.019 0.000 -0.094 -0.221
C 2.29122 1.60735 2.28609 -0.297 -0.302 -0.036 -0.984
H -6.32067 -3.32457 -5.85710 0.003 0.000 0.000 0.352
H -1.34903 -0.40585 6.64314 -0.001 0.000 -0.001 0.404
C -0.04179 4.28407 0.37221 0.088 -0.028 -0.007 -0.691
H 6.59893 -1.23363 -4.02210 -0.002 0.001 0.001 0.355
H 3.12641 -1.86610 -1.57654 -0.019 0.028 0.014 -0.019
H 1.10465 7.11792 1.83426 -0.002 0.000 0.000 0.356
C 4.98198 -1.63923 -0.53989 -0.006 0.007 0.000 -0.525
H 5.66424 2.35324 2.62316 0.001 -0.002 -0.011 0.408
C 0.11725 -4.53908 -7.59330 0.011 -0.011 0.034 -0.461
C 5.88688 3.34284 2.24500 0.009 -0.026 -0.004 -0.392
C -3.26642 -3.17134 6.26526 -0.003 0.015 -0.013 -0.496
C -6.04506 0.93338 9.25883 0.010 0.005 0.004 -0.367
H -1.28155 1.38130 -3.59439 -0.043 -0.029 0.017 0.230
H 1.74025 -2.63929 -3.33370 -0.020 -0.066 0.003 0.127
C -4.58078 2.75247 9.83077 -0.002 0.000 0.000 -0.355
H -3.52741 1.19723 7.01160 -0.007 -0.001 -0.001 0.441
H -5.30545 -3.04470 -3.61735 0.004 0.002 -0.001 0.412
H -3.31484 -1.52294 7.63940 0.013 -0.008 0.010 0.526
H 0.16787 -3.37180 -3.56407 -0.068 0.042 0.027 0.340
H -0.85985 -4.78486 -7.98902 0.009 -0.013 -0.007 0.551
H -1.18502 -3.15814 0.05314 -0.123 0.061 0.006 0.481
H -1.43613 -2.70112 -5.40739 0.011 0.006 -0.002 0.342
H 0.28155 3.27748 0.13583 -0.054 -0.014 0.002 0.338
H 3.13948 2.15055 1.86476 -0.023 0.025 0.033 0.161
H -0.20896 -5.58347 -5.74687 -0.001 0.008 0.000 0.369
H -2.61699 -0.65938 -2.17165 -0.010 0.004 0.116 -0.455
H -5.52364 -0.16492 7.48867 0.000 0.004 0.000 0.438
C 6.14561 -1.34964 -3.04497 0.003 -0.002 0.010 -0.397
C 5.03088 4.39788 2.52693 -0.034 0.025 0.003 -0.295
H 7.68022 2.72966 1.24204 -0.004 0.000 -0.004 0.372
H -2.70608 6.34325 0.04191 0.002 0.001 0.000 0.368
C 4.77698 -1.55818 -2.93201 -0.011 0.001 -0.002 -0.363
H -2.96071 0.95699 -3.87810 -0.049 0.054 0.034 0.308
C 7.01751 3.55519 1.46846 0.001 -0.001 0.004 -0.431
H -2.97777 -4.67196 4.75824 -0.001 0.002 0.001 0.360
H -0.20377 -1.41902 4.68875 -0.019 0.015 -0.012 0.318
C -5.70481 1.98378 10.10054 0.003 -0.002 0.001 -0.380
C -0.84611 6.87309 0.97142 -0.006 -0.007 -0.005 -0.337
C 0.14541 -1.20052 -3.42394 0.048 -0.010 0.042 -0.864
H 4.63298 6.48721 2.24751 0.000 -0.002 -0.002 0.375
C -2.81008 -1.97069 6.79189 -0.009 -0.007 0.032 -0.299
H 6.96412 -1.37910 0.24040 0.000 -0.001 -0.001 0.387
C -1.51615 -3.10961 4.61608 -0.007 -0.004 0.030 -0.393
H -1.58068 1.63499 -1.26854 0.002 0.035 -0.060 -0.506
C -1.05661 -1.90992 5.14348 0.028 0.011 -0.047 -0.241
H -4.13052 -3.66011 6.69879 0.005 -0.003 0.003 0.359
C 0.69065 -2.57201 -3.02965 0.081 0.079 -0.095 -0.121
C 1.73311 -4.67314 -5.81706 -0.038 -0.015 0.017 -0.362
C -4.68178 -3.03474 -4.50227 -0.012 0.004 0.000 -0.535
C -2.61829 -3.74011 5.17677 0.005 -0.005 -0.012 -0.444
H 2.92822 -2.83048 -8.39404 -0.004 0.004 0.004 0.383
C -2.30703 1.62678 -3.30946 -0.028 -0.031 -0.075 -1.394
H -1.01708 -3.54318 3.75892 -0.005 -0.002 0.004 0.462
C -3.31052 -2.85942 -4.37534 0.025 0.008 0.008 0.042
C -3.79692 2.47092 8.71994 0.000 -0.006 0.003 -0.438
C 6.35008 -1.43031 -0.65068 0.002 0.002 0.008 -0.457
H 3.58439 -3.64587 -6.15348 -0.002 0.002 0.000 0.427
C -1.31193 4.71316 0.01504 -0.022 0.015 0.008 0.071
C 0.48358 -4.99198 -6.33235 0.030 0.017 -0.026 -0.393
H -4.31532 3.57208 10.48667 0.000 -0.002 0.000 0.354
C -2.50558 -2.83871 -5.50637 -0.020 -0.023 0.011 -0.360
H 4.51682 -1.75106 0.43191 -0.002 0.000 0.003 0.457
H 0.77461 1.05559 0.81804 0.058 0.052 -0.110 -0.855
N -2.53395 -0.42859 -0.11026 0.092 0.064 0.067 -0.583
C 1.67522 0.63862 1.26286 0.024 0.087 -0.052 0.627
H 2.36405 0.44479 0.43880 0.015 -0.051 0.044 0.330
H -2.92037 3.07007 8.50861 -0.003 0.000 0.000 0.367
H -0.94444 -1.19640 -3.47808 0.047 0.006 0.065 -0.280
H 4.14366 4.22672 3.12376 0.003 0.000 0.000 0.436
C 2.61326 -3.89876 -6.56044 -0.004 0.010 0.012 -0.337
C 5.30488 5.66567 2.03223 -0.004 0.000 0.006 -0.410
C -0.92597 -2.38716 -0.68277 0.023 -0.148 0.092 -0.029
H -2.51315 2.64464 -3.64916 0.058 0.012 0.025 0.386
C 4.19273 -1.70475 -1.68082 0.007 0.022 0.010 0.025
H -1.98334 4.03533 -0.49627 0.003 0.000 0.006 0.323
C 0.99613 -3.76153 -8.33507 -0.009 0.004 0.008 -0.434
```
Forces are in eV/Å.